The following is a quantum chemistry calculation of a structure of composition C36H90F4K2N2O26S4 in a non-equilibrium geometry, from the OMol25 dataset.

Calculated values
* multiplicity: 2
* HOMO-LUMO gap (spin up / spin down): 2.60 / 7.88 eV
* ⟨S²⟩: 0.7506
* highest occupied orbital energy (spin up / spin down): -1.180 / -6.472 eV
* charge: -1

XYZ file:
```
164
Properties=species:S:1:pos:R:3:forces:R:3
K -3.4102 0.0017 1.1581 -0.36 -0.07 -0.07
K -0.6056 -0.8014 3.6388 0.57 -0.03 0.66
N -0.7005 -0.5365 0.8712 -0.09 -4.93 -0.68
S -0.1836 -2.0954 0.2704 -1.99 -0.13 -2.75
O 0.3072 -3.0307 1.2306 -0.43 0.65 0.05
O 0.3304 -2.0684 -1.0992 0.15 -0.25 2.23
F -1.6870 -2.5127 -0.1016 -0.15 -0.46 0.90
S 0.6090 0.1285 0.4288 4.83 5.86 4.36
O 0.7057 0.5753 -0.8901 0.08 0.27 -2.24
O 1.8272 -0.1212 1.2137 -1.89 -1.39 -1.69
F 0.2182 1.5115 1.2194 -0.58 0.33 -0.24
N 5.8721 3.1181 1.7750 -2.93 -2.38 -3.84
S 4.6876 1.9192 1.3287 1.01 -1.82 -3.00
O 3.3120 2.3679 1.1637 2.10 -0.42 0.52
O 5.0155 0.5713 1.8496 -1.24 3.02 -0.64
F 5.2168 1.7848 -0.2041 -0.46 0.37 0.97
S 5.6268 2.9229 3.2442 3.28 0.81 5.63
O 6.4881 1.9800 3.8917 -0.21 -0.54 -0.06
O 4.3318 3.1011 3.7533 -3.43 -1.11 0.37
F 6.1900 4.2625 3.7660 1.74 2.15 0.17
C -1.6775 8.7386 4.0152 -0.54 -0.12 -0.38
O -0.9557 8.0109 3.0798 1.13 -0.91 -0.70
C -0.9717 6.5889 3.2163 0.44 -0.23 -0.99
C 0.1616 5.9292 2.2767 -2.06 1.44 1.34
O -0.2510 5.8863 0.9018 0.20 -1.23 1.85
C 0.6417 4.9784 0.2792 0.51 0.38 -1.87
H -1.6865 9.7644 3.6469 -0.02 0.04 0.22
H -1.2614 8.6992 5.0219 0.12 -0.08 0.17
H -2.6992 8.3589 4.0147 -0.38 0.15 0.36
H -1.9548 6.1872 2.9704 -0.30 0.08 -0.73
H -0.9395 6.3012 4.2671 1.01 -0.02 0.30
H 0.3905 4.9249 2.6331 -0.07 -0.07 0.08
H 1.0342 6.5694 2.4061 0.26 -0.05 -0.19
H 1.6604 5.3361 0.4293 0.21 0.28 -0.59
H 0.3084 4.9429 -0.7580 0.59 0.50 -0.33
H 0.7590 3.9126 0.4753 -1.03 -0.25 1.44
C -4.4814 -8.8743 -0.0728 0.97 -1.26 -1.06
O -3.6233 -7.8502 -0.4629 0.95 1.34 -0.80
C -2.6528 -8.1872 -1.4763 0.43 1.64 -0.79
C -1.7504 -6.9382 -1.7701 -0.42 -0.36 1.89
O -0.7307 -7.0135 -0.7512 -0.91 0.19 -0.62
C -0.1329 -5.7829 -0.4773 0.58 0.56 0.29
H -5.1100 -9.2081 -0.8984 -0.55 0.27 -0.18
H -5.0880 -8.6248 0.7977 0.38 0.14 -0.06
H -3.8054 -9.7206 0.0495 -0.38 -0.62 0.97
H -3.0947 -8.4611 -2.4343 -0.61 -0.26 0.06
H -1.9310 -8.9562 -1.2009 -0.33 -0.35 0.50
H -2.3368 -6.0266 -1.6546 -0.34 0.12 0.48
H -1.3285 -6.7834 -2.7632 0.19 -0.99 -0.26
H 0.2688 -5.3189 -1.3781 0.55 -0.11 -0.15
H 0.6191 -5.9578 0.2921 0.34 -0.02 -0.37
H -0.7427 -4.9887 -0.0466 -0.90 -0.36 0.07
C 4.0623 7.2950 -5.4932 -0.05 -1.07 0.64
O 3.0921 6.2846 -5.7634 0.34 0.32 -0.55
C 2.4195 5.6277 -4.6689 1.02 0.59 -2.06
C 3.2787 4.6382 -3.8632 0.22 1.30 -0.59
O 2.3709 4.1280 -3.0179 -2.55 -0.41 1.84
C 2.8953 3.2982 -2.0310 -0.52 -1.42 0.28
H 3.7320 8.3327 -5.4473 -0.74 0.01 -0.19
H 4.8081 7.2209 -6.2846 0.12 0.00 0.16
H 4.4936 7.0854 -4.5143 0.49 0.06 -0.02
H 1.7316 4.9978 -5.2329 -0.38 0.04 0.39
H 1.8646 6.4329 -4.1875 0.06 -0.52 1.03
H 4.0757 5.0559 -3.2481 0.56 0.45 -0.44
H 3.6483 3.8254 -4.4884 0.54 0.21 -0.54
H 2.0704 2.9009 -1.4395 -0.12 0.31 0.14
H 3.6059 3.7719 -1.3536 0.21 0.15 -0.20
H 3.2852 2.4045 -2.5182 0.74 -0.03 0.17
C -1.5363 -1.1313 7.6160 2.84 0.02 0.25
O -1.2621 0.0606 6.8897 -0.23 0.31 -1.19
C -0.4288 1.0548 7.5280 -1.40 -1.12 1.32
C 0.0145 2.1388 6.5929 -0.03 -0.31 -1.69
O 0.7127 1.6218 5.4463 -0.54 -0.49 1.35
C 1.0265 2.5870 4.4673 -0.09 -0.63 -0.30
H -2.1887 -1.8507 7.1211 -0.39 0.77 -0.08
H -1.6851 -1.0075 8.6887 -0.98 0.45 0.03
H -0.5495 -1.5941 7.6260 0.15 -0.87 0.06
H 0.3479 0.6606 8.1834 0.48 -0.62 -0.53
H -1.1672 1.4186 8.2425 0.34 1.13 0.36
H 0.6787 2.8893 7.0216 -0.24 0.00 0.65
H -0.9166 2.5997 6.2631 -0.04 0.46 -0.28
H 0.1094 2.9052 3.9714 -0.16 0.18 -0.21
H 1.6438 2.0121 3.7770 0.11 0.64 -0.29
H 1.5576 3.4626 4.8405 0.21 -0.07 0.19
C 3.1296 -0.5982 4.5203 -0.38 1.32 -1.53
O 2.1962 -1.6603 4.2779 0.74 0.91 -0.43
C 2.4563 -2.7828 5.0102 -1.30 -1.67 1.44
C 1.5367 -3.9272 4.6528 -0.70 0.10 -0.17
O 0.1281 -3.5713 4.9297 0.70 -1.31 -1.33
C -0.6953 -4.5433 4.2647 0.38 -1.27 -0.41
H 4.0986 -0.6873 4.0292 0.25 -0.94 0.35
H 3.2192 -0.2170 5.5375 -0.21 -0.59 0.26
H 2.7523 0.2245 3.9129 -0.29 0.15 0.23
H 2.1727 -2.6182 6.0497 0.42 0.39 0.61
H 3.4592 -3.2097 5.0059 0.46 0.47 -0.37
H 1.8204 -4.8165 5.2156 -0.11 0.04 0.63
H 1.6913 -4.2750 3.6314 -0.47 0.53 -0.49
H -1.7538 -4.3123 4.1450 0.31 0.74 0.15
H -0.6738 -5.5680 4.6356 -0.03 -0.01 1.81
H -0.2759 -4.9182 3.3311 0.03 1.38 -0.97
C -6.3952 1.8525 0.2253 -1.05 2.13 -1.11
O -6.3193 0.5330 0.5213 0.64 -2.31 0.91
C -6.3875 -0.3463 -0.5894 0.14 0.10 -0.42
C -6.2080 -1.7868 -0.1628 0.99 -0.52 -0.47
O -4.7623 -2.1093 -0.0764 -2.06 -0.64 0.90
C -4.6200 -3.5164 0.2236 1.35 -0.10 -0.58
H -7.3666 2.1232 -0.1884 -0.62 -0.20 -0.25
H -5.7147 2.1670 -0.5660 0.64 0.07 0.24
H -6.3582 2.4873 1.1106 0.67 -0.34 0.15
H -5.6230 -0.1124 -1.3303 0.46 0.18 0.01
H -7.3132 -0.1714 -1.1376 -0.49 -0.26 0.16
H -6.5864 -2.5310 -0.8636 -0.29 0.45 -0.64
H -6.7997 -2.0018 0.7270 0.58 0.17 0.66
H -5.2934 -3.9530 0.9611 -0.03 0.60 0.29
H -3.5725 -3.6832 0.4747 -0.16 0.31 0.75
H -4.6544 -4.1769 -0.6428 -0.76 0.36 -0.70
C -2.3705 0.3722 -2.5229 1.77 -2.07 -0.84
O -3.0298 1.4121 -1.9822 -1.23 2.02 0.77
C -2.0616 2.1924 -1.2960 -1.58 0.10 1.04
C -2.7748 3.2174 -0.4804 -0.05 0.81 -0.31
O -3.2451 2.6322 0.7308 0.28 0.41 0.88
C -3.4178 3.6454 1.7143 -0.49 0.65 0.34
H -1.5089 0.7485 -3.0744 0.24 -0.17 -0.50
H -2.9591 -0.2704 -3.1777 -0.31 0.19 0.17
H -1.9273 -0.2039 -1.7107 0.10 -0.69 -0.07
H -1.3140 2.6191 -1.9646 0.08 -0.15 -0.04
H -1.6408 1.6124 -0.4746 0.88 -0.45 -0.56
H -3.6417 3.6604 -0.9706 0.00 0.10 -0.37
H -2.0386 4.0036 -0.3134 -0.08 0.24 0.56
H -4.0502 4.4431 1.3246 0.07 0.26 -0.33
H -2.4947 4.0927 2.0829 0.41 -0.11 -0.50
H -3.9390 3.3605 2.6282 -0.06 -1.04 -0.26
C 3.3163 -0.4859 -2.2424 0.55 -0.44 -0.08
O 4.3330 0.2556 -2.9342 -1.13 0.77 -0.76
C 4.6342 -0.3613 -4.1765 1.99 -0.57 -0.35
C 5.2952 0.5155 -5.3497 -2.52 -1.08 1.00
O 6.5013 1.0515 -4.9853 -0.73 0.20 1.69
C 7.5815 0.6468 -5.7649 -0.33 1.64 0.06
H 3.7431 -1.4634 -2.0176 -0.13 -0.34 0.11
H 2.4195 -0.6286 -2.8455 -0.06 0.10 -0.23
H 2.9946 -0.0544 -1.2946 0.56 0.50 -0.27
H 3.8515 -1.0223 -4.5487 -0.66 0.53 -0.25
H 5.4067 -1.0839 -3.9134 0.49 -0.35 -0.16
H 4.5217 1.2043 -5.6894 0.20 1.05 0.40
H 5.4021 -0.0553 -6.2721 0.07 -0.92 0.18
H 7.5348 -0.4040 -6.0506 0.32 -0.03 0.07
H 8.4206 0.9685 -5.1479 0.48 -0.59 -0.48
H 7.4557 1.3429 -6.5942 1.02 -0.52 -0.98
C -0.4211 -2.3737 -4.6961 0.65 0.47 0.72
O -1.7058 -2.9055 -4.6340 -1.34 -0.21 -0.08
C -1.8815 -4.2882 -4.3558 -0.57 0.51 -0.32
C -1.8310 -5.0069 -5.6924 -0.53 -1.66 -0.60
O -1.8907 -6.4467 -5.5331 1.60 -0.77 0.61
C -1.3508 -7.2618 -6.5803 -0.94 0.85 -0.47
H -0.0980 -2.0438 -3.7088 0.17 -0.26 0.33
H -0.4487 -1.4458 -5.2674 -0.10 -0.24 -0.43
H 0.3283 -3.0616 -5.0877 0.03 -0.08 -0.24
H -2.8821 -4.4145 -3.9425 -0.06 0.23 0.13
H -1.2027 -4.6410 -3.5793 0.45 -0.20 -0.32
H -0.9868 -4.5869 -6.2393 0.38 -0.60 -0.22
H -2.7228 -4.9439 -6.3160 -0.16 1.59 0.11
H -1.3915 -8.3267 -6.3512 0.44 0.23 0.80
H -0.3815 -6.9187 -6.9421 0.30 -0.17 0.41
H -1.9981 -7.2350 -7.4569 -0.32 0.44 -0.33
```
Forces are in eV/Å.